# 1
The following is a DFT calculation (ωB97M-V/def2-TZVPD) of C25H13BrF4NO5PRu as an isolated structure.

The geometry in XYZ format:
```
51
Properties=species:S:1:pos:R:3:forces:R:3
Ru 0.162 -0.436 -1.204 -0.064 -0.095 -0.086
O -2.741 3.724 2.001 0.006 0.009 -0.005
C -2.091 2.772 1.332 -0.006 -0.012 -0.007
C -1.819 1.510 1.879 0.006 0.009 0.020
C -1.138 0.606 1.103 -0.039 -0.017 -0.010
N -0.756 0.933 -0.128 0.032 -0.009 -0.092
C -1.004 2.124 -0.678 0.068 -0.009 -0.017
C -1.679 3.084 0.027 -0.006 0.008 -0.005
C -0.453 2.226 -2.091 -0.051 -0.044 -0.086
O -0.605 3.200 -2.769 0.022 -0.013 0.069
O 0.203 1.127 -2.454 -0.037 -0.026 0.068
C -0.738 -0.807 1.488 0.119 -0.005 0.078
O -1.002 -1.268 2.563 -0.029 0.012 -0.043
O -0.046 -1.417 0.536 -0.034 0.027 -0.016
H -3.009 3.426 2.879 -0.002 -0.004 0.005
H -2.124 1.228 2.879 -0.002 0.000 -0.002
H -1.887 4.050 -0.413 -0.001 0.002 0.006
F 4.774 -5.422 -0.098 0.007 -0.004 0.010
C 4.220 -4.230 -0.170 -0.020 0.020 -0.024
C 4.710 -3.183 0.589 -0.013 0.019 0.002
F 5.743 -3.370 1.389 0.004 -0.013 0.000
C 4.119 -1.929 0.499 0.062 -0.002 0.028
F 4.662 -0.945 1.212 -0.033 0.020 0.008
C 3.023 -1.696 -0.313 -0.080 -0.034 -0.089
P 2.255 -0.061 -0.552 0.152 0.007 0.010
C 3.355 0.785 -1.692 0.025 0.013 0.068
C 3.118 0.794 -3.064 0.004 0.007 0.005
C 4.059 1.356 -3.914 -0.011 -0.009 -0.013
C 5.227 1.900 -3.401 0.002 -0.004 0.019
C 5.465 1.887 -2.032 -0.002 -0.001 -0.018
C 4.535 1.329 -1.174 0.003 0.012 -0.011
C 2.236 0.831 1.003 -0.006 -0.048 0.057
C 2.092 0.163 2.218 -0.004 0.014 -0.012
C 1.921 0.892 3.384 -0.013 0.023 0.006
C 1.879 2.279 3.336 -0.002 -0.026 0.015
C 2.008 2.945 2.125 0.000 0.003 -0.025
C 2.185 2.224 0.954 0.002 0.015 0.005
C 2.571 -2.764 -1.083 -0.031 0.002 -0.014
Br 1.154 -2.526 -2.331 -0.055 0.160 0.076
C 3.145 -4.013 -1.025 0.036 -0.009 0.022
F 2.699 -5.010 -1.775 -0.007 0.001 -0.001
H 2.200 0.398 -3.472 -0.011 -0.010 0.015
H 3.871 1.375 -4.979 0.005 0.005 -0.001
H 5.955 2.340 -4.070 -0.002 0.003 -0.001
H 6.376 2.313 -1.633 0.001 0.000 -0.003
H 4.725 1.320 -0.108 -0.004 0.001 -0.007
H 2.095 -0.919 2.259 0.005 0.002 -0.006
H 1.813 0.373 4.327 0.003 0.001 0.000
H 1.748 2.845 4.250 0.004 -0.001 0.000
H 1.979 4.026 2.090 0.000 0.000 0.002
H 2.293 2.746 0.010 -0.003 0.001 -0.004
```
Positions in Å, forces in eV/Å.

The expectation value of S² is 0.756. The energy above the lowest of the compared OMol25 structures with the same formula, charge and spin comes out at 0.000 eV. Its multiplicity is 2. The net charge is +1.

These are the natural (NBO) partial charges, in e, on atoms 1 to 2: number 1, Ru, carries 0.7477; number 2, O, carries -0.6137

***

# 2
The following is a DFT calculation (ωB97M-V/def2-TZVPD) of C25H14AsCl2N5O6S4Tc as an isolated structure.

The geometry in XYZ format:
```
58
Properties=species:S:1:pos:R:3:forces:R:3
Tc -0.063 -1.217 0.328 1.555 -0.218 0.431
Cl -2.188 4.059 4.141 -0.185 0.081 0.063
C -1.289 2.712 3.589 0.266 -0.322 -0.123
C -1.882 1.817 2.711 -0.156 0.130 0.150
C -1.123 0.773 2.191 1.181 0.415 0.754
N -1.484 -0.227 1.316 0.498 0.147 -0.536
C -2.802 -0.416 0.960 -0.485 0.107 -0.112
O -3.715 0.356 1.132 0.160 -0.409 -0.070
C -2.956 -1.755 0.326 -0.618 -0.068 -0.219
C -4.198 -2.253 -0.029 0.390 0.085 0.233
C -4.266 -3.504 -0.618 0.280 -0.007 0.086
C -3.086 -4.213 -0.795 -0.048 0.172 0.067
C -1.885 -3.637 -0.416 0.042 -0.432 -0.205
N -1.804 -2.418 0.121 -0.130 -0.157 -0.064
C 0.242 0.660 2.534 -1.474 0.564 0.691
C 0.792 1.488 3.516 -0.257 -0.098 0.019
C 0.039 2.526 4.023 -0.200 -0.261 -0.303
Cl 0.740 3.602 5.156 0.162 0.092 0.154
N 0.900 -0.328 1.864 -0.831 -1.289 -0.974
C 2.260 -0.220 1.717 0.990 -0.328 -0.064
O 3.027 -1.175 1.793 -0.264 0.915 0.425
C 2.712 1.137 1.304 0.640 0.446 -0.214
C 4.063 1.457 1.300 -0.371 -0.083 0.101
C 4.426 2.720 0.856 -0.109 0.068 -0.050
C 3.437 3.590 0.429 0.099 -0.161 0.066
C 2.112 3.163 0.461 0.192 0.250 -0.014
N 1.760 1.970 0.890 -0.047 -0.159 -0.247
H -2.913 1.948 2.424 0.078 0.053 0.039
H -5.071 -1.647 0.161 -0.009 0.062 -0.008
H -5.211 -3.911 -0.938 -0.103 -0.079 -0.004
H -3.089 -5.197 -1.239 0.054 -0.026 -0.002
H -0.954 -4.170 -0.560 -0.070 0.018 -0.045
H 1.810 1.350 3.844 0.104 0.048 0.061
H 4.785 0.736 1.653 0.086 -0.030 -0.030
H 5.466 3.013 0.844 0.051 0.047 -0.015
H 3.679 4.578 0.072 0.028 0.094 -0.024
H 1.305 3.810 0.139 0.033 0.055 -0.059
S 1.841 -3.713 3.112 0.879 -0.068 0.015
As 3.863 -3.756 2.900 -0.882 -0.073 0.186
S 1.240 -3.176 0.242 -0.362 0.813 0.197
S 3.086 -2.581 -0.204 -0.345 -0.458 -0.101
S 4.306 -3.961 0.638 -0.088 -0.055 -0.170
O 2.655 0.964 -1.774 -0.284 -0.307 -0.066
C 1.638 0.310 -1.744 0.207 1.065 -0.822
O 1.450 -0.678 -0.911 -0.603 -0.578 0.966
C 0.535 0.530 -2.748 0.012 0.008 0.036
C 0.727 1.402 -3.820 -0.032 -0.134 0.099
C -0.252 1.546 -4.789 0.048 0.004 0.109
C -1.436 0.833 -4.702 -0.254 -0.211 0.172
C -1.630 -0.016 -3.619 0.957 0.695 -0.115
C -0.654 -0.163 -2.647 0.004 -0.072 0.060
N -2.843 -0.779 -3.493 -0.328 -0.261 0.154
O -2.945 -1.485 -2.500 -0.164 -0.109 -0.089
O -3.674 -0.682 -4.358 -0.281 -0.024 -0.201
H 1.656 1.945 -3.887 0.115 0.038 0.028
H -0.093 2.215 -5.619 0.008 0.056 -0.086
H -2.208 0.927 -5.450 -0.030 -0.021 -0.020
H -0.839 -0.855 -1.824 -0.113 -0.030 -0.309
```
Positions in Å, forces in eV/Å.

The energy above the lowest of the compared OMol25 structures with the same formula, charge and spin comes out at 0.966 eV. The net charge is +1.

These are the natural (NBO) partial charges, in e, on atoms 1 to 2: number 1, Tc, carries 0.8833; number 2, Cl, carries 0.0712

***

# 3
The following is a DFT calculation (ωB97M-V/def2-TZVPD) of C25H14BrF2FeN4O2S as an isolated structure.

The geometry in XYZ format:
```
50
Properties=species:S:1:pos:R:3:forces:R:3
Fe 0.628 -0.035 -0.633 0.222 -0.024 -0.275
O -2.473 -4.977 -2.486 -0.007 -0.005 -0.025
C -1.788 -3.851 -2.160 0.033 0.034 0.070
C -1.861 -2.679 -2.904 0.010 -0.027 0.022
C -1.134 -1.579 -2.493 0.035 0.044 -0.104
N -0.366 -1.605 -1.398 -0.169 0.094 -0.025
C -0.301 -2.733 -0.722 -0.019 -0.077 0.024
Br 0.849 -2.666 0.775 0.062 0.066 0.050
C -0.979 -3.892 -1.033 -0.021 -0.024 -0.053
H -2.985 -4.814 -3.285 -0.002 0.000 -0.004
H -2.467 -2.621 -3.800 0.002 0.002 -0.001
H -1.094 -0.656 -3.066 0.002 -0.011 0.047
H -0.885 -4.787 -0.438 -0.004 0.000 -0.002
F 5.825 -3.032 -1.268 -0.003 -0.005 -0.012
C 5.157 -1.868 -1.074 0.069 0.066 0.091
C 3.938 -1.696 -1.657 -0.006 0.078 -0.012
C 3.224 -0.479 -1.485 0.201 0.039 -0.095
C 3.807 0.523 -0.653 -0.047 -0.065 -0.011
C 5.062 0.259 -0.107 -0.022 0.087 0.024
F 5.625 1.185 0.714 0.004 -0.019 0.004
C 5.774 -0.902 -0.286 0.001 -0.089 -0.050
C 3.047 1.712 -0.226 0.061 -0.027 -0.017
C 3.661 2.964 -0.108 0.006 -0.022 -0.006
C 2.951 4.035 0.384 -0.075 -0.010 0.023
C 1.625 3.842 0.755 0.093 0.025 -0.020
C 1.073 2.591 0.584 -0.035 -0.019 0.030
N 1.752 1.540 0.101 -0.100 -0.036 -0.031
H 3.505 -2.466 -2.279 -0.013 0.010 -0.009
H 6.735 -1.057 0.179 -0.004 -0.002 0.000
H 4.688 3.076 -0.419 -0.001 -0.007 -0.003
H 3.418 5.008 0.471 -0.003 0.001 -0.001
H 1.019 4.645 1.151 0.001 0.000 0.003
H 0.038 2.396 0.828 0.018 -0.005 -0.016
O 0.396 0.594 -3.817 0.045 0.053 0.059
S 1.173 0.967 -2.571 -0.250 -0.104 0.191
N 2.023 -0.408 -2.106 -0.092 -0.128 0.230
N -7.665 1.568 4.718 -0.013 0.002 0.009
C -6.704 1.394 4.110 0.109 -0.018 -0.072
C -5.504 1.176 3.349 -0.078 0.011 0.078
C -5.524 1.269 1.958 -0.026 0.011 -0.048
C -4.371 1.058 1.231 -0.018 0.007 -0.009
C -3.157 0.747 1.865 0.039 -0.021 0.001
C -3.156 0.658 3.267 0.000 0.001 -0.013
C -4.307 0.867 3.998 0.012 -0.005 0.036
C -1.970 0.530 1.113 -0.009 -0.032 0.078
C -0.943 0.345 0.470 -0.023 0.156 -0.146
H -6.453 1.509 1.456 0.009 -0.002 -0.009
H -4.385 1.130 0.152 -0.001 0.001 0.000
H -2.228 0.418 3.768 -0.002 0.000 0.005
H -4.292 0.795 5.078 0.009 -0.002 -0.004
```
Positions in Å, forces in eV/Å.

The net charge is -1. As for the total energy: -5766.22098 a.u.

These are the natural (NBO) partial charges, in e, on atoms 1 to 2: number 1, Fe, carries 0.5369; number 2, O, carries -0.6574